The following is a quantum chemistry calculation of a cluster of 9 separate species, C57H123N9O9 in total in a non-equilibrium geometry, from the Open Molecules 2025 dataset.

Last column: Löwdin charge in e.
CARTESIAN COORDINATES (ANGSTROEM)
C (0.4340, 3.1661, 2.1294)  -0.0243
C (0.3467, 1.8152, 1.4184)  -0.4940
C (1.7418, 1.2976, 1.1276)  -0.0189
C (-0.3117, 0.7435, 2.3365)  -0.0981
C (-0.7155, -0.4822, 1.4848)  -0.1777
C (-1.6697, -0.1674, 0.3382)  -0.1299
C (-1.0896, 0.8988, -0.6215)  -0.4538
C (-0.1425, 0.0546, -1.4784)  -0.0342
C (-2.1417, 1.5404, -1.4988)  -0.0342
N (-0.5358, 2.0429, 0.2539)  -0.0190
O (0.1429, 2.9828, -0.5988)  -0.0710
H (0.8467, 3.9228, 1.4277)  0.0889
H (-0.4827, 3.5320, 2.5770)  0.0698
H (1.0912, 3.1723, 2.9882)  0.0751
H (2.2719, 1.1729, 2.0630)  0.0640
H (1.7615, 0.2980, 0.6122)  0.0876
H (2.2498, 2.0807, 0.5174)  0.0655
H (0.3783, 0.5169, 3.1560)  0.1061
H (-1.2262, 1.0856, 2.7937)  0.0997
H (0.2032, -0.9112, 1.1271)  0.0703
H (-1.2176, -1.1515, 2.1729)  0.1089
H (-2.6850, 0.0355, 0.7470)  0.1218
H (-1.8060, -1.1257, -0.1445)  0.0881
H (0.5810, -0.4983, -0.9923)  0.0224
H (0.4895, 0.8002, -2.0535)  0.0878
H (-0.6809, -0.5573, -2.2001)  0.0894
H (-2.7543, 0.8142, -2.0890)  0.0966
H (-1.6038, 2.1930, -2.1831)  0.0615
H (-2.8370, 2.1749, -0.9233)  0.0869
H (-0.4765, 3.7126, -0.6981)  0.0567
C (-5.5172, -2.2453, 1.1987)  -0.0401
C (-5.2834, -3.6753, 0.7872)  -0.5330
C (-4.3065, -4.2632, 1.8387)  -0.0236
C (-6.5281, -4.4408, 0.6591)  -0.1684
C (-7.3593, -3.9614, -0.5042)  -0.1569
C (-6.5627, -4.1476, -1.8471)  -0.1079
C (-5.1957, -3.4589, -1.8629)  -0.5627
C (-4.3262, -4.0722, -2.8547)  -0.0447
C (-5.3369, -1.9765, -2.1082)  -0.0160
N (-4.5561, -3.7111, -0.5334)  -0.0849
O (-3.3246, -3.1189, -0.3569)  -0.0567
H (-6.1449, -1.8315, 0.4703)  0.0343
H (-5.9797, -2.1275, 2.1892)  0.0902
H (-4.5152, -1.7358, 1.3590)  0.1018
H (-3.4276, -3.6802, 1.9116)  0.0486
H (-4.8248, -4.3260, 2.8410)  0.1051
H (-3.9713, -5.3086, 1.5910)  0.0941
H (-6.3974, -5.5158, 0.6880)  0.1246
H (-7.0131, -4.1517, 1.6176)  0.1340
H (-8.2809, -4.5818, -0.4889)  0.1172
H (-7.6723, -2.9224, -0.3794)  0.1032
H (-7.0345, -3.9608, -2.8204)  0.1212
H (-6.4446, -5.2359, -1.8293)  0.1128
H (-3.4294, -3.5117, -2.6474)  0.0676
H (-4.6424, -4.0045, -3.8818)  0.0973
H (-4.1428, -5.1017, -2.5141)  0.1005
H (-6.0738, -1.7811, -2.9105)  0.0964
H (-4.3727, -1.5523, -2.3541)  0.0742
H (-5.7366, -1.4568, -1.2245)  0.0703
H (-2.6354, -3.7732, -0.4204)  0.0437
C (3.2853, 4.2040, -4.7665)  -0.0159
C (2.1963, 3.0507, -4.5226)  -0.4054
C (0.7776, 3.6862, -4.3083)  -0.0419
C (2.1328, 2.1958, -5.8108)  -0.1322
C (3.4226, 1.2526, -5.8955)  -0.1622
C (3.5154, 0.3767, -4.6519)  -0.1468
C (3.7203, 1.2059, -3.3794)  -0.5010
C (3.7737, 0.2772, -2.1443)  -0.0190
C (5.1104, 1.8742, -3.5035)  -0.0429
N (2.5719, 2.1633, -3.2786)  -0.0894
O (2.6211, 3.0220, -2.2112)  -0.0584
H (4.1054, 4.0990, -4.0593)  0.0499
H (3.7584, 4.2131, -5.7574)  0.0800
H (2.7578, 5.1556, -4.5671)  0.0782
H (0.8798, 4.2441, -3.3868)  0.0521
H (0.5546, 4.4603, -5.0847)  0.0983
H (0.0113, 2.9816, -4.1324)  0.0597
H (1.2903, 1.5249, -5.8594)  0.1038
H (2.1305, 2.9446, -6.6005)  0.1064
H (3.3776, 0.8431, -6.9733)  0.1355
H (4.2607, 1.8945, -5.8808)  0.0561
H (4.4067, -0.2409, -4.7679)  0.1177
H (2.6739, -0.3029, -4.5764)  0.1155
H (4.4058, -0.5719, -2.3101)  0.0742
H (2.6830, 0.0240, -1.9746)  0.0803
H (4.0684, 0.8857, -1.2156)  0.0790
H (5.2575, 2.4740, -4.4009)  0.0581
H (5.9264, 1.1778, -3.3555)  0.0830
H (5.2261, 2.6103, -2.6599)  0.0854
H (1.9352, 2.7317, -1.5701)  0.0720
C (6.6039, -2.2721, 2.9558)  -0.0202
C (5.4049, -1.6162, 2.2534)  -0.4657
C (5.9440, -0.6089, 1.1489)  -0.0099
C (4.3660, -2.5935, 1.7344)  -0.1718
C (3.7577, -3.4890, 2.7838)  -0.1530
C (2.8600, -2.5065, 3.5956)  -0.1091
C (3.6716, -1.3374, 4.2908)  -0.4757
C (2.7373, -0.3299, 4.8964)  -0.0399
C (4.5461, -1.8998, 5.4273)  -0.0408
N (4.5702, -0.7527, 3.1900)  -0.0948
O (5.4354, 0.1654, 3.8014)  -0.0573
H (7.0512, -2.9410, 2.2370)  0.0814
H (7.3912, -1.5579, 3.1970)  0.0886
H (6.3127, -2.8828, 3.7704)  0.0391
H (5.1906, 0.1439, 0.8284)  0.0714
H (6.7850, -0.0653, 1.5068)  0.0563
H (6.1084, -1.2588, 0.2879)  0.0752
H (3.5644, -2.0905, 1.1790)  0.1178
H (4.9323, -3.1595, 0.9597)  0.1237
H (3.0520, -4.2202, 2.2493)  0.0936
H (4.4641, -4.0941, 3.3061)  0.0963
H (2.3168, -2.9661, 4.4123)  0.1105
H (2.1168, -2.1109, 2.9242)  0.0928
H (3.2983, 0.4172, 5.5283)  0.1070
H (1.9628, -0.6902, 5.5691)  0.0924
H (2.3871, 0.2919, 4.0815)  0.0525
H (3.8252, -2.1470, 6.1913)  0.0729
H (5.2106, -1.1365, 5.8435)  0.0877
H (5.1161, -2.8303, 5.2249)  0.0720
H (5.0189, 1.0317, 3.5966)  0.0725
C (0.1356, -3.5648, -2.5820)  -0.0275
C (0.3790, -5.0667, -2.4539)  -0.5283
C (-0.4453, -5.7260, -3.5529)  -0.0327
C (1.8394, -5.4700, -2.5318)  -0.1156
C (2.6474, -5.0776, -1.2644)  -0.1646
C (1.9978, -5.6337, 0.0055)  -0.1285
C (0.5136, -5.2907, 0.1364)  -0.5186
C (-0.1189, -6.2272, 1.1314)  -0.0391
C (0.3836, -3.9110, 0.6769)  -0.0345
N (-0.1665, -5.6178, -1.1897)  -0.0353
O (-1.5606, -5.2598, -1.0396)  -0.0656
H (-0.8806, -3.3005, -2.3130)  0.0691
H (0.8817, -2.9446, -2.0290)  0.0739
H (0.2241, -3.2470, -3.6401)  0.0956
H (-0.4072, -6.8141, -3.4327)  0.0941
H (-1.4589, -5.4436, -3.4770)  0.0511
H (-0.0702, -5.4055, -4.5244)  0.0909
H (1.9619, -6.5634, -2.6350)  0.1283
H (2.3775, -4.8754, -3.3088)  0.1352
H (3.6664, -5.3327, -1.3874)  0.0956
H (2.6256, -3.9857, -1.1916)  0.0938
H (2.5889, -5.4122, 0.9021)  0.0968
H (1.9108, -6.7554, -0.0014)  0.1275
H (0.0872, -5.9072, 2.1598)  0.0941
H (0.1512, -7.2722, 1.0422)  0.0832
H (-1.2267, -6.2531, 1.1241)  0.0814
H (0.9834, -3.1734, 0.0676)  0.0846
H (0.8001, -3.9133, 1.6820)  0.0776
H (-0.6433, -3.4946, 0.6208)  0.0877
H (-1.9126, -6.1062, -0.7814)  0.0981
C (4.3894, 3.8497, 0.2121)  -0.0415
N (4.9194, 3.7125, 1.5842)  -0.1680
C (6.3461, 3.6222, 1.7080)  -0.0440
C (4.0831, 3.4361, 2.5804)  -0.3055
O (4.3859, 3.0313, 3.7330)  -0.0386
H (4.8297, 4.7222, -0.3402)  0.1120
H (3.3101, 3.9749, 0.2077)  0.0676
H (4.5676, 2.9204, -0.3312)  0.0592
H (6.8496, 2.9991, 0.9382)  0.0997
H (6.8426, 4.5902, 1.6230)  0.0904
H (6.4675, 3.1700, 2.6785)  0.0801
H (3.0021, 3.4896, 2.3483)  0.1036
C (-1.9655, 7.0786, 2.4340)  -0.0135
N (-3.3111, 6.4516, 2.1650)  -0.1728
C (-4.3245, 7.2513, 1.5056)  -0.0344
C (-3.5177, 5.2270, 2.5964)  -0.3478
O (-4.6163, 4.6575, 2.5571)  -0.0297
H (-1.6377, 7.4372, 1.4306)  0.0892
H (-1.2080, 6.3736, 2.7949)  0.0856
H (-2.0437, 7.9678, 3.0272)  0.0706
H (-4.4558, 8.1256, 2.0884)  0.0738
H (-4.0020, 7.5326, 0.4553)  0.1069
H (-5.2382, 6.7257, 1.5287)  0.0673
H (-2.6724, 4.7258, 3.1281)  0.1289
C (-3.0376, 5.5692, -4.1703)  -0.0568
N (-2.6656, 5.2945, -2.8122)  -0.1848
C (-3.7595, 5.0842, -1.8725)  -0.0302
C (-1.4450, 5.5632, -2.3891)  -0.3621
O (-1.0968, 5.5432, -1.2267)  0.0020
H (-3.9736, 6.1369, -4.1450)  0.0930
H (-3.2185, 4.6260, -4.6837)  0.0899
H (-2.2692, 6.0224, -4.7936)  0.0881
H (-4.3948, 5.9552, -1.8691)  0.0796
H (-4.3240, 4.1552, -2.0070)  0.0938
H (-3.2701, 5.0355, -0.8470)  0.1022
H (-0.8385, 5.8725, -3.2698)  0.1342
C (-6.4126, 2.1969, 4.1507)  -0.0695
N (-5.0605, 1.7389, 4.4552)  -0.1991
C (-4.7691, 0.5128, 3.7239)  -0.0524
C (-4.0754, 2.6231, 4.8343)  -0.3477
O (-2.8826, 2.4604, 4.6709)  0.0021
H (-6.7005, 2.9778, 4.8857)  0.0932
H (-7.0018, 1.3424, 4.3576)  0.0647
H (-6.4839, 2.6353, 3.1263)  0.0980
H (-3.7575, 0.2282, 4.0007)  0.0872
H (-5.4164, -0.2279, 4.1378)  0.0769
H (-4.8427, 0.6643, 2.6845)  0.0742
H (-4.5327, 3.4831, 5.4238)  0.1467

E_LUMO: 0.47 eV
gap between HOMO and LUMO: 8.21 eV
SMILES string: CC1(C)CCCC(C)(C)N1O.CC1(C)CCCC(C)(C)N1O.CC1(C)CCCC(C)(C)N1O.CC1(C)CCCC(C)(C)N1O.CC1(C)CCCC(C)(C)N1O.CN(C)C=O.CN(C)C=O.CN(C)C=O.CN(C)C=O
highest occupied orbital energy: -7.741 eV